An isolated molecule of C3H5NO2 in a non-equilibrium geometry. Source: the OMol25 dataset; level of theory: ωB97M-V with the def2-TZVPD basis set.

The calculation puts the HOMO-LUMO gap at 9.45 eV. For the max |F|, the calculation gives 1.5 eV Å⁻¹.

Geometry (Å):
C -0.5062 -1.2840 -0.3765
C 1.0596 0.3243 1.0411
C -0.2522 0.1298 0.0532
O 1.0329 0.6487 -0.9142
N -1.2303 0.9274 0.2937
O 1.7373 0.6659 1.8899
H 0.8780 1.5887 -1.0972
H -0.9820 1.8690 0.5822
H 0.4276 -1.8230 -0.5217
H -1.0484 -1.2550 -1.3207
H -1.1162 -1.7920 0.3704

Atomic forces in eV per Å
0.30 -0.08 0.21
-0.15 -0.93 1.22
0.28 0.85 -0.52
-0.31 0.10 0.18
0.17 -0.12 0.02
-0.27 0.22 -1.02
-0.10 -0.12 -0.05
0.05 -0.07 -0.04
-0.02 -0.02 -0.02
0.03 0.10 0.05
0.02 0.06 -0.03



An isolated molecule of C3H5NO2. Source: the OMol25 dataset; level of theory: ωB97M-V with the def2-TZVPD basis set.

The calculation puts the HOMO-LUMO gap at 11.24 eV. For the max |F|, the calculation gives 0.6 eV Å⁻¹. Its SMILES is [H]/N=C/COC=O.

Geometry (Å):
H 0.2221 2.2863 -0.4194
N 0.1482 1.2920 -0.5919
C -0.8043 0.6969 -0.0186
C -0.8195 -0.8201 -0.1623
O 0.5130 -1.2170 -0.4604
C 1.4038 -0.5183 0.2812
O 1.1946 -0.0914 1.3822
H -1.5663 1.1624 0.6151
H -1.2301 -1.3591 0.7028
H -1.3984 -1.0570 -1.0574
H 2.3369 -0.3747 -0.2713

Atomic forces in eV per Å
-0.42 0.21 0.02
-0.46 0.34 -0.09
-0.13 0.12 -0.14
-0.16 0.22 -0.13
0.16 0.07 0.15
0.49 -0.24 0.20
0.35 -0.50 0.11
0.02 0.00 -0.20
0.14 0.36 -0.15
-0.08 -0.21 0.13
0.10 -0.37 0.08



A structure of composition C3H5NO2. Source: the OMol25 dataset; level of theory: ωB97M-V with the def2-TZVPD basis set.

The calculation puts the HOMO-LUMO gap at 10.71 eV. For the max |F|, the calculation gives 0.4 eV Å⁻¹.

Geometry (Å):
O -0.9847 -1.5735 -0.1413
C -0.3402 -0.5052 0.5015
C 1.2037 -0.4072 0.3646
N 1.0552 0.9308 -0.2913
C -0.2139 0.8009 -0.2236
O -1.1782 1.5974 -0.6924
H -1.4954 -1.2243 -0.8805
H -0.7005 -0.4192 1.5340
H 1.7745 -0.3645 1.2976
H 1.6174 -1.1623 -0.3099
H -0.7380 2.3272 -1.1587

Atomic forces in eV per Å
-0.14 0.02 -0.20
0.15 0.15 0.21
0.27 -0.30 0.16
-0.39 -0.02 0.01
0.13 0.09 -0.06
0.16 0.10 -0.06
0.03 -0.13 0.08
0.06 0.03 -0.15
-0.08 -0.04 -0.15
-0.06 0.14 0.12
-0.13 -0.04 0.05



A structure of composition C3H5NO2. Source: the OMol25 dataset; level of theory: ωB97M-V with the def2-TZVPD basis set.

The calculation puts the HOMO-LUMO gap at 9.81 eV. For the max |F|, the calculation gives 0.7 eV Å⁻¹.

Geometry (Å):
N 1.3931 0.7543 0.4467
C 2.0847 0.3337 -0.4640
O -0.5095 -0.5307 -1.0356
C -1.0687 -1.0646 0.1705
C -1.0728 0.3748 -0.0978
O -0.2459 1.2563 0.5241
H 1.5528 0.9874 1.4144
H 1.7862 0.1158 -1.4850
H -0.3477 -1.4418 0.8970
H -1.9494 -1.6862 0.0159
H -1.9982 0.8458 -0.4459

Atomic forces in eV per Å
0.22 -0.18 -0.35
-0.38 0.27 0.57
0.01 -0.07 -0.24
-0.11 -0.21 0.20
-0.24 -0.06 -0.08
0.30 -0.07 -0.37
0.15 -0.04 -0.10
-0.18 0.20 0.29
-0.04 0.03 -0.17
0.07 0.13 0.10
0.21 0.00 0.13



An isolated molecule of C3H5NO2 in a non-equilibrium geometry. Source: the OMol25 dataset; level of theory: ωB97M-V with the def2-TZVPD basis set.

The calculation puts the HOMO-LUMO gap at 10.45 eV. For the max |F|, the calculation gives 3.4 eV Å⁻¹. Its SMILES is [H]/N=C/OCC=O.

Geometry (Å):
H 2.2099 1.3110 0.0034
N 1.3284 0.8061 0.1161
C 1.2321 0.0182 -0.9005
O 0.1367 -0.7510 -1.0415
C -0.7180 -0.8081 0.1119
C -1.4096 0.5086 0.4000
O -2.0730 0.6888 1.3889
H 2.2353 -0.3470 -0.5557
H -0.1674 -1.1399 1.0015
H -1.4747 -1.5574 -0.1316
H -1.2995 1.2708 -0.3925

Atomic forces in eV per Å
0.00 -0.31 0.53
-1.80 2.41 -0.31
0.88 -0.80 3.13
0.39 0.00 -0.14
-0.12 0.00 -0.01
-0.29 0.05 0.25
0.31 -0.10 -0.37
0.71 -1.51 -2.92
-0.04 0.13 -0.20
0.04 0.10 -0.01
-0.08 0.04 0.05



An isolated molecule of C3H5NO2. Source: the OMol25 dataset; level of theory: ωB97M-V with the def2-TZVPD basis set.

The calculation puts the HOMO-LUMO gap at 8.91 eV. For the max |F|, the calculation gives 0.8 eV Å⁻¹.

Geometry (Å):
N -1.5506 0.7682 0.2479
C -0.6248 -0.1643 0.4944
O -0.6101 -0.8576 1.5437
C 0.4034 -0.4795 -0.5134
C 1.4033 0.3293 -0.8465
O 0.6010 -1.6544 1.4549
H -1.4484 1.3051 -0.5986
H -2.2707 1.0169 0.9103
H 0.2228 -1.4224 -1.0207
H 2.0744 0.0554 -1.6519
H 1.6573 1.2037 -0.2544

Atomic forces in eV per Å
0.17 -0.07 0.15
0.11 0.03 -0.10
-0.09 0.33 -0.27
0.02 0.41 -0.52
-0.07 -0.08 0.02
-0.14 -0.52 0.61
-0.07 -0.09 0.12
0.18 -0.12 0.00
0.08 0.06 0.06
0.00 0.02 0.14
-0.19 0.02 -0.20



Look up the max |F| of the sixth one.
0.8 eV Å⁻¹



The highest max |F| belongs to which entry?
number 5